Entry 1:
ORCA calculation (the ωB97M-V functional and the def2-TZVPD basis) on a 2-piece molecular cluster, C5H8O2 overall at a distorted geometry.

Calculated values
Highest occupied orbital energy ... -8.90 eV
Total energy ... -345.612682 Eh
Gap between HOMO and LUMO ... 0.33736 Eh
Energy relative to the best compared isomer or geometry (same formula, charge and spin) ... 504.8 kJ/mol
F_max ... 4.10 eV Å⁻¹
Lowest unoccupied orbital energy ... 0.275 eV

```
15
C5H8O2 | the Open Molecules 2025 dataset | the ωB97M-V functional and the def2-TZVPD basis
O -1.22 -1.70 -1.46
C -1.52 -0.46 -0.77
C -0.39 -0.16 0.18
C 0.98 0.19 -0.35
C 1.61 0.75 0.91
C 0.89 0.64 2.03
O 0.26 0.84 3.01
H -0.99 -1.41 -2.42
H -2.47 -0.60 -0.26
H -1.63 0.40 -1.43
H -0.30 -1.08 0.84
H 1.56 -0.64 -0.75
H 0.88 0.93 -1.17
H -0.34 1.52 0.55
H 2.68 0.79 1.07
```

Entry 2:
ORCA calculation (the ωB97M-V functional and the def2-TZVPD basis) on a single C5H8O2 molecule.

Calculated values
Highest occupied orbital energy (alpha / beta) ... -8.11 / -8.11 eV
Total energy ... -345.604654 Eh
Gap between HOMO and LUMO (alpha / beta) ... 0.28773 / 0.28779 Eh
Energy relative to the best compared isomer or geometry (same formula, charge and spin) ... 525.9 kJ/mol
F_max ... 0.40 eV Å⁻¹
Lowest unoccupied orbital energy (alpha / beta) ... -0.281 / -0.280 eV

```
15
C5H8O2 | the Open Molecules 2025 dataset | the ωB97M-V functional and the def2-TZVPD basis
C 0.38 -1.37 1.56
C 0.44 -1.17 0.22
O -1.23 -0.79 -0.81
C -0.85 0.38 -1.27
C -0.74 1.46 -0.16
O 0.57 1.26 0.44
C 1.09 0.12 0.01
H 0.25 -0.54 2.25
H 0.43 -2.37 1.98
H 0.70 -1.99 -0.44
H -1.30 0.71 -2.22
H 0.32 0.35 -1.55
H -0.73 2.51 -0.50
H -1.52 1.30 0.58
H 2.18 0.14 -0.10
```

Entry 3:
ORCA calculation (the ωB97M-V functional and the def2-TZVPD basis) on a single C5H8O2 molecule at a distorted geometry.

Calculated values
SMILES string ... O=C=CCCCO
Highest occupied orbital energy ... -8.94 eV
Total energy ... -345.742128 Eh
Gap between HOMO and LUMO ... 0.35541 Eh
Energy relative to the best compared isomer or geometry (same formula, charge and spin) ... 165.0 kJ/mol
F_max ... 1.04 eV Å⁻¹
Lowest unoccupied orbital energy ... 0.727 eV

```
15
C5H8O2 | the Open Molecules 2025 dataset | the ωB97M-V functional and the def2-TZVPD basis
O -0.97 2.89 -0.62
C -0.08 2.20 -0.94
C 0.90 1.38 -1.26
C 0.97 0.04 -0.53
C -0.28 0.01 0.36
C -0.96 -1.27 0.82
O -0.27 -2.02 1.79
H 1.62 1.73 -1.99
H 1.90 -0.01 0.06
H 1.00 -0.80 -1.24
H -0.11 0.67 1.22
H -1.07 0.46 -0.25
H -1.89 -0.94 1.29
H -1.23 -1.87 -0.06
H 0.47 -2.46 1.35
```

Entry 4:
ORCA calculation (the ωB97M-V functional and the def2-TZVPD basis) on a single C5H8O2 molecule.

Calculated values
Highest occupied orbital energy ... -9.07 eV
Total energy ... -345.628914 Eh
Gap between HOMO and LUMO ... 0.33443 Eh
Energy relative to the best compared isomer or geometry (same formula, charge and spin) ... 462.2 kJ/mol
F_max ... 0.42 eV Å⁻¹
Lowest unoccupied orbital energy ... 0.032 eV

```
15
C5H8O2 | the Open Molecules 2025 dataset | the ωB97M-V functional and the def2-TZVPD basis
C 1.48 0.67 -0.42
C 0.43 -0.11 0.35
O 0.99 -0.41 1.62
C -0.95 0.59 0.45
C -1.76 -0.19 -0.56
O -1.27 -0.44 -1.66
C -0.02 -1.47 -0.17
H 1.10 0.90 -1.42
H 1.72 1.61 0.09
H 2.39 0.08 -0.51
H 0.43 -1.10 2.01
H -1.35 0.49 1.46
H -0.93 1.66 0.18
H -2.80 -0.49 -0.33
H 0.53 -1.81 -1.06
```

Entry 5:
ORCA calculation (the ωB97M-V functional and the def2-TZVPD basis) on a single C5H8O2 molecule at a distorted geometry.

Calculated values
SMILES string ... C=C(C)COC=O
Highest occupied orbital energy ... -9.50 eV
Total energy ... -345.753689 Eh
Gap between HOMO and LUMO ... 0.38349 Eh
Energy relative to the best compared isomer or geometry (same formula, charge and spin) ... 134.6 kJ/mol
F_max ... 1.07 eV Å⁻¹
Lowest unoccupied orbital energy ... 0.937 eV

```
15
C5H8O2 | the Open Molecules 2025 dataset | the ωB97M-V functional and the def2-TZVPD basis
C -0.07 -1.43 -0.65
C -0.13 -0.50 0.28
C 0.72 -0.47 1.51
C -1.14 0.62 0.20
O -0.90 1.23 -1.08
C 0.39 1.32 -1.46
O 1.37 1.41 -0.76
H 0.77 -2.12 -0.68
H -0.81 -1.50 -1.45
H -0.03 -0.80 2.22
H 1.09 0.52 1.79
H 1.55 -1.18 1.47
H -2.18 0.29 0.15
H -1.04 1.35 1.01
H 0.40 1.25 -2.55
```

Entry 6:
ORCA calculation (the ωB97M-V functional and the def2-TZVPD basis) on C5H8O2 as an isolated structure at a distorted geometry.

Calculated values
Highest occupied orbital energy ... -8.30 eV
Total energy ... -345.635125 Eh
Gap between HOMO and LUMO ... 0.33951 Eh
Energy relative to the best compared isomer or geometry (same formula, charge and spin) ... 445.9 kJ/mol
F_max ... 2.38 eV Å⁻¹
Lowest unoccupied orbital energy ... 0.934 eV

```
15
C5H8O2 | the Open Molecules 2025 dataset | the ωB97M-V functional and the def2-TZVPD basis
O 2.02 -1.04 -0.32
C 0.96 -0.44 0.41
C 0.62 1.00 -0.05
C -0.81 0.76 -0.59
C -1.62 0.29 0.59
C -0.34 -1.08 0.03
O -0.70 -0.55 -1.21
H 1.77 -0.96 -1.25
H 1.20 -0.55 1.47
H 0.63 1.72 0.77
H 1.33 1.33 -0.82
H -1.20 1.52 -1.28
H -1.52 0.90 1.49
H -1.77 -0.79 0.68
H -0.43 -2.18 0.06
```

Entry 7:
ORCA calculation (the ωB97M-V functional and the def2-TZVPD basis) on a single C5H8O2 molecule.

Calculated values
SMILES string ... C[C@@H]1[C@H](O)[C@@H]2O[C@H]12
Highest occupied orbital energy ... -9.83 eV
Total energy ... -345.721523 Eh
Gap between HOMO and LUMO ... 0.39884 Eh
Energy relative to the best compared isomer or geometry (same formula, charge and spin) ... 219.1 kJ/mol
F_max ... 0.36 eV Å⁻¹
Lowest unoccupied orbital energy ... 1.027 eV

```
15
C5H8O2 | the Open Molecules 2025 dataset | the ωB97M-V functional and the def2-TZVPD basis
C 1.67 -0.59 0.21
C 0.43 0.20 0.59
C -1.00 -0.47 0.44
O -1.07 -1.67 -0.27
C -1.42 0.76 -0.37
O -0.58 0.71 -1.52
C -0.07 1.31 -0.33
H 2.53 0.08 0.13
H 1.54 -1.10 -0.75
H 1.89 -1.35 0.96
H 0.52 0.60 1.61
H -1.51 -0.61 1.39
H -0.82 -1.44 -1.18
H -2.38 1.25 -0.48
H 0.27 2.34 -0.41
```

Entry 8:
ORCA calculation (the ωB97M-V functional and the def2-TZVPD basis) on a single C5H8O2 molecule at a distorted geometry.

Calculated values
Highest occupied orbital energy (alpha / beta) ... -7.72 / -7.34 eV
Total energy ... -345.678235 Eh
Gap between HOMO and LUMO (alpha / beta) ... 0.30404 / 0.28650 Eh
Energy relative to the best compared isomer or geometry (same formula, charge and spin) ... 332.7 kJ/mol
F_max ... 1.08 eV Å⁻¹
Lowest unoccupied orbital energy (alpha / beta) ... 0.555 / 0.453 eV

```
15
C5H8O2 | the Open Molecules 2025 dataset | the ωB97M-V functional and the def2-TZVPD basis
C -1.00 -1.50 0.20
C 0.16 -0.61 -0.21
C 0.00 0.20 -1.45
O 0.73 1.27 -1.34
C 1.32 1.40 -0.13
C 0.60 0.48 0.81
O -0.49 1.10 1.49
H -1.34 -2.12 -0.65
H -1.84 -0.90 0.54
H -0.71 -2.17 1.01
H 1.08 -1.19 -0.37
H -0.36 -0.05 -2.43
H 1.61 2.42 0.10
H 1.21 0.05 1.60
H -0.97 1.63 0.84
```

Entry 9:
ORCA calculation (the ωB97M-V functional and the def2-TZVPD basis) on a single C5H8O2 molecule.

Calculated values
SMILES string ... C=C(O)[C@@]1(C)CO1
Highest occupied orbital energy ... -8.85 eV
Total energy ... -345.739434 Eh
Gap between HOMO and LUMO ... 0.35867 Eh
Energy relative to the best compared isomer or geometry (same formula, charge and spin) ... 172.0 kJ/mol
F_max ... 0.57 eV Å⁻¹
Lowest unoccupied orbital energy ... 0.909 eV

```
15
C5H8O2 | the Open Molecules 2025 dataset | the ωB97M-V functional and the def2-TZVPD basis
C -0.60 -0.11 -1.98
C -0.76 -0.46 -0.70
O -1.80 -1.18 -0.21
C 0.16 -0.02 0.39
C 1.63 0.07 0.12
C -0.46 0.78 1.45
O -0.19 -0.62 1.65
H -1.32 -0.40 -2.73
H 0.26 0.48 -2.27
H -1.56 -1.33 0.71
H 2.17 0.32 1.04
H 2.00 -0.88 -0.26
H 1.83 0.85 -0.62
H -1.51 1.03 1.38
H 0.16 1.48 2.02
```

Entry 10:
ORCA calculation (the ωB97M-V functional and the def2-TZVPD basis) on a single C5H8O2 molecule.

Calculated values
SMILES string ... O[C@H]1C[C@]2(CO2)C1
Highest occupied orbital energy ... -10.18 eV
Total energy ... -345.721384 Eh
Gap between HOMO and LUMO ... 0.40791 Eh
Energy relative to the best compared isomer or geometry (same formula, charge and spin) ... 219.4 kJ/mol
F_max ... 0.53 eV Å⁻¹
Lowest unoccupied orbital energy ... 0.920 eV

```
15
C5H8O2 | the Open Molecules 2025 dataset | the ωB97M-V functional and the def2-TZVPD basis
O 1.21 2.17 -0.38
C 0.58 1.25 0.46
C 1.07 -0.23 0.37
C -0.32 -0.61 -0.14
C -0.98 -1.91 -0.20
O -0.48 -1.28 -1.37
C -0.86 0.80 0.08
H 1.23 1.80 -1.28
H 0.66 1.68 1.46
H 1.86 -0.37 -0.38
H 1.38 -0.68 1.31
H -0.44 -2.81 0.10
H -2.07 -1.98 -0.13
H -1.26 1.29 -0.81
H -1.57 0.88 0.90
```